289
Properties=species:S:1:pos:R:3 method="wB97M-V/def2-TZVPD" orbital_gap_ev=8.3 lumo_energy_ha=0.0083 relative_energy_kcal_mol=101.8 homo_ha=-0.298
C -3.58950 -0.32992 -6.22620
C -4.00164 -0.09903 -7.65032
C -3.08919 -0.92357 -8.57258
O -3.03080 -2.31121 -8.20757
C -1.96001 -2.94572 -8.76279
N -5.38569 -0.34973 -7.91519
H -3.71988 -1.35647 -5.88372
H -4.23255 0.30178 -5.61339
H -2.55572 0.00423 -6.13819
H -3.68520 0.92904 -7.82650
H -2.10355 -0.45837 -8.55785
H -3.34127 -0.85883 -9.63105
H -1.76423 -2.69720 -9.80587
H -2.14112 -4.00952 -8.60910
H -1.08117 -2.69043 -8.17070
H -5.94976 0.22767 -7.30811
H -5.46250 -1.27036 -7.50698
C 1.39701 2.24038 7.58608
C 2.19633 1.44042 6.58888
C 3.55191 2.19759 6.27002
O 3.38981 3.49263 5.67563
C 2.84117 3.48821 4.35787
N 2.59255 0.17450 7.21886
H 1.13854 3.24325 7.24616
H 1.90744 2.27032 8.54871
H 0.47753 1.66926 7.71445
H 1.69434 1.26243 5.63787
H 4.15508 1.63616 5.55652
H 4.17720 2.28244 7.15878
H 2.89705 4.53629 4.06377
H 1.80012 3.16991 4.30312
H 3.35241 3.01703 3.51839
H 1.97832 -0.60576 7.03444
H 3.44218 -0.13064 6.76595
C -3.70497 4.84622 5.00340
C -2.25457 4.51850 5.20699
C -1.97622 3.07034 4.74359
O -2.76346 2.20822 5.51162
C -2.32543 0.93333 5.46545
N -1.35071 5.39789 4.51648
H -4.20863 4.33485 5.82372
H -4.07301 4.36896 4.09518
H -3.94908 5.90744 4.95511
H -2.00148 4.47619 6.26636
H -0.91487 2.84633 4.85064
H -2.26188 2.94134 3.69963
H -1.30915 0.77691 5.82713
H -2.28049 0.49056 4.47045
H -3.02341 0.39620 6.10765
H -1.75760 5.48494 3.59618
H -1.52870 6.34205 4.82789
C 2.35124 -7.01362 -6.21184
C 2.03187 -5.51290 -6.46188
C 1.08348 -4.96004 -5.37611
O -0.24472 -5.33923 -5.70457
C -1.35607 -4.40856 -5.45339
N 3.33733 -4.85009 -6.36835
H 2.39481 -7.22791 -5.14400
H 3.22398 -7.43516 -6.71056
H 1.42309 -7.48416 -6.53621
H 1.66864 -5.25626 -7.45702
H 1.20340 -3.88237 -5.26500
H 1.33951 -5.34856 -4.39041
H -2.36167 -4.82382 -5.51997
H -1.29206 -3.62407 -6.20743
H -1.28132 -4.02757 -4.43488
H 3.27869 -3.84215 -6.39532
H 3.97657 -5.14930 -7.09080
C 2.98660 -4.81996 2.41980
C 3.91506 -4.16865 3.38759
C 3.65267 -4.71279 4.87170
O 4.40092 -3.97604 5.83138
C 4.17505 -4.47636 7.22385
N 5.29702 -4.46907 3.00145
H 3.23272 -5.88179 2.42577
H 3.04518 -4.48784 1.38328
H 1.93673 -4.72993 2.69868
H 3.68359 -3.10527 3.32628
H 3.71895 -5.79149 5.01355
H 2.59053 -4.60809 5.09306
H 4.59677 -3.79449 7.96230
H 4.60719 -5.46961 7.34552
H 3.09606 -4.54881 7.36034
H 5.85365 -4.23466 3.81097
H 5.47284 -5.46311 2.96875
C -0.89457 5.11401 0.73578
C -1.88829 6.31389 0.42417
C -2.20797 6.37071 -1.08934
O -2.84068 5.16966 -1.59786
C -2.97335 5.17624 -3.02804
N -3.09404 6.17810 1.22151
H -0.00156 5.26117 0.12834
H -1.25635 4.11039 0.51230
H -0.55399 5.12312 1.77117
H -1.41270 7.26707 0.65520
H -1.22300 6.48941 -1.54082
H -2.80069 7.25332 -1.32970
H -3.45481 6.08281 -3.39469
H -3.60271 4.36476 -3.39343
H -1.93490 5.09872 -3.35007
H -3.22144 5.17654 1.19421
H -3.89155 6.65886 0.83041
C -4.81946 -4.71180 4.75780
C -4.97430 -3.42627 5.61697
C -4.65219 -2.01569 4.94250
O -5.39571 -1.74553 3.78823
C -5.19086 -0.46928 3.19037
N -6.38138 -3.45145 6.02767
H -5.41726 -4.55640 3.85970
H -5.22167 -5.60119 5.24290
H -3.78702 -4.94974 4.50177
H -4.39858 -3.57619 6.53030
H -3.60519 -1.93828 4.64941
H -4.82684 -1.22215 5.66905
H -5.87107 -0.49081 2.33893
H -4.17649 -0.20369 2.89270
H -5.48955 0.36469 3.82550
H -6.47271 -2.74209 6.74081
H -6.91775 -3.07682 5.25822
C -5.35855 -1.01418 -1.20513
C -3.89307 -0.70752 -1.45962
C -3.57861 0.47447 -2.39152
O -2.14911 0.49213 -2.67673
C -1.77351 1.74935 -3.11173
N -3.37771 -0.40710 -0.07878
H -5.84482 -0.13859 -0.77504
H -5.58810 -1.92124 -0.64599
H -5.89605 -1.17937 -2.13888
H -3.49431 -1.59222 -1.95601
H -3.88236 1.40060 -1.90354
H -4.06101 0.43019 -3.36796
H -2.24899 2.03867 -4.04892
H -0.69558 1.74100 -3.27325
H -1.95070 2.53711 -2.37951
H -2.37171 -0.35911 -0.00283
H -3.48768 -1.22034 0.51000
C -6.17435 2.39828 0.90495
C -5.47388 3.23405 -0.14473
C -6.01142 4.70384 -0.23068
O -7.42335 4.61255 -0.50382
C -8.15939 5.83677 -0.60818
N -3.98909 3.21847 0.02833
H -7.21651 2.19553 0.65819
H -6.12157 2.88407 1.87928
H -5.70161 1.41682 0.86833
H -5.73584 2.61529 -1.00298
H -5.56763 5.22539 -1.07871
H -5.85051 5.26062 0.69247
H -7.85528 6.41270 -1.48221
H -8.35321 6.36547 0.32510
H -9.17200 5.52640 -0.86585
H -3.58570 3.78445 -0.70450
H -3.64134 2.27225 -0.03359
C 4.04303 2.56720 -1.95985
C 3.55393 3.99814 -2.28860
C 2.40410 4.45871 -1.34297
O 2.04125 5.86695 -1.41723
C 1.59782 6.38903 -2.62314
N 4.80715 4.82444 -2.21608
H 4.97760 2.35897 -2.48073
H 3.25106 1.85211 -2.18240
H 4.20720 2.42587 -0.89159
H 3.14136 3.97621 -3.29726
H 2.76261 4.18395 -0.35096
H 1.49773 3.88728 -1.54315
H 1.58204 7.47889 -2.61548
H 0.58157 6.02868 -2.78275
H 2.32255 6.18727 -3.41192
H 5.37850 4.64332 -1.40315
H 4.60680 5.81436 -2.21984
C -5.46946 -4.49985 0.91039
C -3.98299 -4.29166 1.23367
C -2.94125 -4.64748 0.06333
O -2.67884 -6.07615 -0.04958
C -1.31383 -6.31335 -0.49720
N -3.74154 -2.88553 1.64993
H -6.04659 -3.88838 1.60402
H -5.64978 -5.56553 1.05146
H -5.75074 -4.23028 -0.10761
H -3.79336 -4.92584 2.09967
H -2.01429 -4.15321 0.35410
H -3.17213 -4.19869 -0.90279
H -1.20186 -7.39428 -0.41261
H -0.59237 -5.84648 0.17334
H -1.06054 -5.99999 -1.50999
H -2.80266 -2.94333 2.01770
H -4.34843 -2.73118 2.44236
C 1.76566 7.16102 2.08095
C 2.13240 8.29068 1.18516
C 3.54945 8.25036 0.73529
O 3.92710 9.45193 0.07352
C 5.32949 9.51339 -0.08224
N 1.13881 8.30046 0.12176
H 1.75981 6.18893 1.58789
H 0.74663 7.26309 2.45414
H 2.44192 7.09529 2.93327
H 2.10263 9.21502 1.76205
H 3.68691 7.44789 0.01055
H 4.29378 7.92681 1.46288
H 5.71851 8.63518 -0.59751
H 5.91161 9.67560 0.82491
H 5.47319 10.32720 -0.79298
H 1.18258 7.39669 -0.32702
H 1.52960 8.90586 -0.58597
C 1.10276 -0.69118 4.03912
C 0.56762 -2.07078 3.47874
C -0.93950 -2.27378 3.74446
O -1.48373 -3.42445 3.27318
C -1.05590 -4.60396 3.90773
N 0.83738 -2.05350 2.07769
H 1.03128 -0.79857 5.12146
H 0.56392 0.20688 3.73705
H 2.14031 -0.55218 3.73536
H 1.04795 -2.91268 3.97732
H -1.49898 -1.46282 3.27817
H -1.15205 -2.22192 4.81228
H -1.70042 -5.43620 3.62480
H -0.98487 -4.53873 4.99346
H -0.14834 -4.98018 3.43561
H 0.42724 -1.23553 1.65013
H 0.24619 -2.79218 1.72420
C -0.08812 -1.98257 -1.57369
C 1.03164 -0.99728 -1.14630
C 0.45611 0.24612 -0.48119
O -0.22057 -0.11417 0.71014
C -0.87310 1.06406 1.22558
N 2.06292 -1.70690 -0.44808
H -0.71937 -1.55094 -2.35043
H -0.79749 -2.21646 -0.77985
H 0.33534 -2.93445 -1.89420
H 1.45642 -0.66829 -2.09469
H -0.25856 0.70576 -1.16389
H 1.23927 0.96921 -0.25339
H -1.30934 1.70090 0.45601
H -0.17246 1.63972 1.83041
H -1.72211 0.81524 1.86227
H 2.84697 -1.08316 -0.32041
H 1.71829 -1.85737 0.48930
C 7.14961 -2.54984 -0.14588
C 5.99909 -1.88316 0.60933
C 5.47543 -0.61870 -0.09624
O 4.19810 -0.13243 0.38023
C 4.23361 0.37768 1.69644
N 4.91484 -2.84760 0.59984
H 6.75584 -2.93032 -1.08836
H 7.59886 -3.34471 0.44949
H 7.99468 -1.86812 -0.24198
H 6.21030 -1.59374 1.63877
H 5.35662 -0.77525 -1.16838
H 6.26814 0.12919 -0.07710
H 3.30182 0.78816 2.08551
H 4.90398 1.23535 1.75222
H 4.52699 -0.33302 2.46905
H 4.05709 -2.34437 0.77627
H 4.97158 -3.34941 1.47452
C 4.54162 0.76099 -5.42367
C 3.98771 -0.41856 -4.55992
C 2.73893 -1.07222 -5.16870
O 1.64281 -0.13364 -5.07436
C 0.41023 -0.67056 -5.57054
N 5.09161 -1.34288 -4.38435
H 3.74055 1.49881 -5.46844
H 4.80541 0.46224 -6.43819
H 5.42133 1.23760 -4.99117
H 3.69497 -0.03354 -3.58311
H 2.34940 -1.95999 -4.67047
H 2.96205 -1.37081 -6.19299
H -0.00631 -1.42630 -4.90462
H 0.59869 -1.13070 -6.54052
H -0.32984 0.08530 -5.83337
H 4.94116 -1.93188 -3.57779
H 5.87209 -0.76845 -4.09980
C 5.26044 -4.73332 -3.09886
C 3.80851 -4.28954 -2.75998
C 3.03339 -5.17274 -1.77046
O 2.82209 -6.41799 -2.36055
C 2.10720 -7.33261 -1.52817
N 3.89632 -2.92153 -2.31777
H 5.66173 -4.36150 -4.04164
H 5.18698 -5.81362 -3.22403
H 5.95727 -4.50204 -2.29324
H 3.33734 -4.25322 -3.74221
H 2.13565 -4.66941 -1.41155
H 3.69505 -5.21580 -0.90532
H 2.43703 -7.41514 -0.49255
H 2.23929 -8.32214 -1.96577
H 1.03321 -7.15522 -1.47179
H 3.02462 -2.50398 -2.02471
H 4.39795 -2.89463 -1.44156



123
Properties=species:S:1:pos:R:3 method="wB97M-V/def2-TZVPD" orbital_gap_ev=5.5 lumo_energy_ha=-0.1527 relative_energy_kcal_mol=28.8 total_charge=+1 homo_ha=-0.353
Ta -0.02534 0.12503 -0.98641
C -6.00125 3.31217 -4.47509
C -4.81887 3.88773 -4.92393
C -3.59597 3.41477 -4.47123
C -3.54535 2.35372 -3.56988
C -4.73429 1.77638 -3.12524
C -5.95564 2.25994 -3.56955
C -2.25830 1.79559 -3.09048
C -1.35783 2.59262 -2.40088
C -1.47646 4.00018 -2.19657
C -0.32471 4.41645 -1.61926
C 0.48985 3.25905 -1.41128
N -0.16082 2.14711 -1.88434
C 1.71795 3.26804 -0.75457
C 2.39857 2.13368 -0.32831
C 3.69121 2.18186 0.27436
C 3.99530 0.93640 0.70292
C 2.94750 0.06255 0.28591
C 3.00572 -1.34131 0.26944
C 3.89591 -2.16979 1.12937
C 5.20492 -1.84657 1.49986
C 5.93047 -2.65973 2.35440
C 5.38494 -3.83745 2.84224
C 4.10356 -4.19854 2.45926
C 3.36895 -3.37021 1.62829
C 2.30569 -2.03710 -0.72866
N 1.23991 -1.56959 -1.45910
C 1.06015 -2.47644 -2.50900
C 0.10983 -2.41128 -3.51634
C 0.08840 -3.51265 -4.52689
C 0.46472 -3.24124 -5.84109
C 0.53416 -4.26544 -6.77484
C 0.20514 -5.56366 -6.40852
C -0.20191 -5.83375 -5.10911
C -0.25111 -4.81441 -4.16884
C -0.80346 -1.37884 -3.68778
C -1.87198 -1.40196 -4.63491
C -2.58866 -0.26418 -4.46255
C -1.93889 0.48898 -3.44045
N -0.85577 -0.21216 -2.96421
C 2.04958 -3.50213 -2.41331
C 2.79642 -3.24737 -1.31597
N 1.94844 0.80930 -0.32638
C 2.31914 4.60798 -0.47599
C 2.58309 5.49158 -1.52167
C 3.15590 6.72974 -1.26970
C 3.46788 7.10191 0.02973
C 3.19527 6.23762 1.08110
C 2.61833 5.00117 0.83024
H -6.95385 3.67542 -4.84043
H -4.85006 4.70332 -5.63747
H -2.67607 3.85479 -4.84175
H -4.69582 0.95750 -2.41244
H -6.87219 1.80697 -3.21019
H -2.33317 4.59916 -2.46359
H -0.05927 5.42264 -1.33564
H 4.31377 3.05914 0.33528
H 4.90288 0.66198 1.20401
H 5.71152 -0.99819 1.07296
H 6.93772 -2.37208 2.62860
H 5.95411 -4.47043 3.51259
H 3.66436 -5.12234 2.81476
H 2.35250 -3.64531 1.38031
H 0.71977 -2.22584 -6.12312
H 0.85546 -4.05262 -7.78629
H 0.26563 -6.36289 -7.13673
H -0.47513 -6.84266 -4.82586
H -0.56378 -5.02300 -3.15129
H -2.06418 -2.20581 -5.32682
H -3.45926 0.06332 -5.00919
H 2.18126 -4.30115 -3.12513
H 3.66167 -3.79404 -0.97713
H 2.35897 5.19221 -2.53892
H 3.36444 7.40354 -2.09040
H 3.92674 8.06384 0.22528
H 3.43342 6.52219 2.09834
H 2.37381 4.33522 1.64932
S -1.27503 1.44475 0.68141
C -2.90742 0.83134 0.39403
C -3.99103 1.65436 0.69800
C -5.28532 1.18540 0.54962
C -5.50840 -0.11110 0.09591
C -4.43637 -0.93097 -0.21710
C -3.12954 -0.46361 -0.08137
S -1.78903 -1.52718 -0.49011
H -3.80096 2.65965 1.05707
H -6.12443 1.82744 0.79072
H -6.51927 -0.48123 -0.02164
H -4.60198 -1.94287 -0.56911
C 2.56155 -3.36161 5.95858
C 1.43353 -3.92901 5.38470
C 0.78651 -3.28976 4.33177
C 1.25697 -2.07265 3.84544
C 2.40666 -1.52100 4.41608
C 3.04874 -2.15450 5.47137
Sb 0.27008 -0.90811 2.29282
C 0.47371 0.83633 3.53729
C 0.04609 0.77371 4.86211
C 0.19475 1.86991 5.69969
C 0.79810 3.03138 5.23115
C 1.24815 3.09281 3.92080
C 1.07777 2.00188 3.07557
C -1.73632 -1.39230 2.88510
C -2.60875 -0.41478 3.35572
C -3.91348 -0.74558 3.70234
C -4.35551 -2.05641 3.58838
C -3.49815 -3.03444 3.10166
C -2.19998 -2.69986 2.73887
H 3.05749 -3.85615 6.78566
H 1.04690 -4.86970 5.75947
H -0.10521 -3.74354 3.91744
H 2.79198 -0.57285 4.05012
H 3.92353 -1.69849 5.92060
H -0.40302 -0.13455 5.24569
H -0.15919 1.81647 6.72168
H 0.92381 3.88120 5.88950
H 1.73119 3.99427 3.55927
H 1.41095 2.07084 2.04315
H -2.27417 0.60955 3.45616
H -4.58609 0.02579 4.06061
H -5.36687 -2.31610 3.87810
H -3.84226 -4.05778 2.99952
H -1.55632 -3.46152 2.31232